No. 1
ORCA calculation (ωB97M-V/def2-TZVPD) on a molecular structure, C9H22N2Si at a distorted geometry.

ORCA input file:
```
! wB97M-V def2-TZVPD RIJCOSX def2/J DEFGRID3
* xyz 0 1
C 1.579 -1.203 -2.037
C 0.925 -1.502 -0.924
C -2.773 -1.224 -0.365
C -1.659 0.092 -2.254
C 1.108 -1.608 2.241
C -0.948 -0.183 2.643
C 2.163 1.863 0.918
C 0.949 2.492 -1.162
C -1.803 -0.101 -0.738
N -0.118 -0.864 1.651
N 0.898 1.844 0.145
Si -0.126 -0.206 0.074
H 2.229 -1.943 -2.501
H 1.460 -0.235 -2.486
H 0.975 -2.464 -0.507
H -2.200 -2.149 -0.375
H -3.223 -1.261 0.609
H -3.555 -1.129 -1.065
H -1.015 0.822 -2.634
H -2.679 0.238 -2.812
H -1.151 -0.784 -2.635
H 1.401 -2.390 1.525
H 2.036 -1.036 2.453
H 0.920 -2.057 3.204
H -1.910 -0.621 2.839
H -0.293 0.095 3.553
H -1.197 0.775 2.157
H 1.916 1.551 1.941
H 2.873 1.223 0.554
H 2.546 2.889 0.899
H 0.029 2.192 -1.831
H 0.981 3.631 -0.892
H 1.844 2.377 -1.806
H -2.182 0.875 -0.385
*
```

No. 2
ORCA calculation (ωB97M-V/def2-TZVPD) on a gas-phase ion, C9H22N3 (charge +1) at a distorted geometry.

ORCA input file:
```
! wB97M-V def2-TZVPD RIJCOSX def2/J DEFGRID3
* xyz 1 1
C -3.038 -1.922 0.725
C -1.558 -1.370 0.643
C -1.640 -0.029 -0.096
N -2.368 0.942 0.494
N -2.402 2.216 -0.221
C -0.081 0.490 -0.716
C 0.171 -0.325 -2.002
C 1.281 0.811 -0.068
C 1.253 2.245 0.340
N 2.304 0.012 0.144
C 2.033 -1.435 0.183
C 3.619 0.317 0.609
H -3.025 -2.549 1.711
H -3.757 -1.191 0.852
H -3.286 -2.530 -0.117
H -1.223 -1.305 1.609
H -0.880 -1.968 0.173
H -2.134 -0.388 -1.138
H -2.186 0.925 1.495
H -2.837 1.952 -1.066
H -2.912 2.828 0.393
H -0.279 1.513 -1.146
H 1.206 -0.149 -2.521
H 0.192 -1.420 -2.066
H -0.612 0.086 -2.801
H 0.146 2.558 0.618
H 1.503 3.060 -0.386
H 2.025 2.395 1.008
H 2.597 -1.764 -0.769
H 2.613 -1.951 0.943
H 0.939 -1.746 0.129
H 4.252 0.137 -0.255
H 3.632 1.287 0.969
H 3.848 -0.392 1.330
*
```

As for the SMILES: CC[C@@H](NN)[C@H](C)C(C)=[N+](C)C.

No. 3
ORCA calculation (ωB97M-V/def2-TZVPD) on 2 unconnected molecules or ions with the total composition C9H22N5 at a distorted geometry.

ORCA input file:
```
! wB97M-V def2-TZVPD RIJCOSX def2/J DEFGRID3
* xyz 1 1
C 2.655 0.689 -1.652
C -0.600 -2.279 -1.234
C -2.539 -2.173 0.307
C -3.780 1.094 0.155
C -1.477 2.291 -0.385
C 4.517 -0.490 0.978
C 2.251 1.322 1.766
C -1.283 -1.388 -0.299
C -2.307 0.967 0.008
N 3.746 0.023 -1.203
N 1.918 1.219 -0.728
N 3.673 0.224 0.070
N 2.565 0.903 0.430
N -1.847 -0.155 -0.819
H 2.470 0.718 -2.701
H -1.011 -2.926 -2.084
H 0.171 -1.837 -1.873
H -0.144 -3.150 -0.701
H -2.846 -1.628 1.194
H -2.252 -3.238 0.597
H -3.251 -2.236 -0.463
H -4.265 1.474 -0.745
H -4.285 0.184 0.313
H -4.012 1.796 0.974
H -1.428 2.304 -1.551
H -0.526 2.093 -0.021
H -2.020 3.035 0.124
H 5.340 -0.816 0.343
H 4.825 0.275 1.726
H 4.269 -1.529 1.286
H 2.182 0.411 2.435
H 3.041 1.976 2.141
H 1.243 1.838 1.790
H -0.574 -1.237 0.481
H -1.949 0.698 0.963
H -2.471 -0.451 -1.617
*
```

No. 4
ORCA calculation (ωB97M-V/def2-TZVPD) on C9H22O3Si in the gas phase at a distorted geometry.

ORCA input file:
```
! wB97M-V def2-TZVPD RIJCOSX def2/J DEFGRID3
* xyz 0 1
C -1.022 1.908 -2.500
O 0.269 1.570 -3.124
C 1.365 1.502 -2.146
C 1.610 -0.034 -1.532
C 1.983 0.179 0.047
C 1.533 -1.033 1.052
O 1.004 -0.413 2.275
Si -0.745 -0.373 2.329
C -1.644 -0.647 0.652
C -1.223 1.442 2.912
C -1.443 -1.552 3.730
O 0.433 -0.874 -1.797
C 0.582 -1.636 -3.068
H -1.000 2.001 -1.334
H -1.516 2.854 -2.984
H -1.746 0.989 -2.735
H 2.378 1.843 -2.674
H 1.159 2.296 -1.310
H 2.582 -0.427 -2.093
H 3.170 0.272 0.104
H 1.574 1.183 0.518
H 2.542 -1.583 1.375
H 0.861 -1.863 0.576
H -2.810 -0.740 0.880
H -1.332 -1.722 0.246
H -1.394 0.125 -0.191
H -2.379 1.547 2.649
H -0.677 2.265 2.248
H -1.009 1.587 4.069
H -1.003 -2.633 3.629
H -1.210 -1.066 4.795
H -2.620 -1.594 3.655
H 1.351 -1.086 -3.778
H -0.474 -1.531 -3.614
H 0.853 -2.756 -2.859
*
```

As for the SMILES: COC[C@@H](CCO[Si](C)(C)C)OC.

What calculated total energy values result from the calculations? In sequence: -755.0123 -519.9859 -629.5022 -871.1882 Ha.
What energy relative to the best compared isomer or geometry (same formula, charge and spin) values result from the calculations? In sequence: 83.64 69.47 53.87 163.99 kcal/mol.